The following is a quantum chemistry calculation of C22H62InN4Na2O11S as an isolated structure, from the Open Molecules 2025 dataset.

Last column: Mulliken charge in e.
Geometry (Å):
In: -3.9535 2.1761 -5.4732  0.9680
Na: -0.3549 5.6113 -0.8375  0.9797
Na: 1.6059 4.5345 -5.8793  0.9684
S: 0.1276 1.0467 -2.5564  1.3169
O: 0.8201 2.0635 -1.8057  -0.5915
O: -1.2987 1.0498 -2.1699  -0.4908
O: 0.1131 1.4305 -3.9771  -0.5644
O: 0.6245 -0.3089 -2.3917  -0.4313
C: 7.0454 2.8013 -4.9216  -1.2525
C: 5.7050 2.1333 -4.5976  0.3889
C: 5.8017 0.6562 -4.0079  -0.6305
O: 6.5401 -0.1191 -4.9937  -0.2963
C: 6.4743 -1.4815 -4.7978  -0.7248
N: 4.9384 2.9825 -3.7263  -0.6589
H: 6.8452 3.6376 -5.5914  0.3551
H: 7.6573 2.1469 -5.5424  0.3335
H: 7.6383 3.1204 -4.0644  0.3640
H: 5.0504 2.0536 -5.4656  0.1524
H: 4.7983 0.2359 -3.9407  0.3193
H: 6.3855 0.4437 -3.1123  0.3792
H: 5.4658 -1.8827 -4.8979  0.2799
H: 6.8964 -1.7605 -3.8324  0.2970
H: 7.0395 -1.9409 -5.6088  0.2602
H: 4.1895 2.5558 -3.1999  0.2038
H: 5.5820 3.2487 -2.9948  0.3051
C: -3.4271 -5.6311 1.6547  -1.3536
C: -3.0343 -4.1034 1.6845  0.2885
C: -1.6934 -3.8171 2.4149  -0.5970
O: -1.7667 -4.2802 3.7519  -0.2847
C: -0.6512 -4.2522 4.6231  -0.6631
N: -2.8728 -3.6056 0.3402  -0.4890
H: -3.4831 -6.0685 2.6515  0.3593
H: -2.7433 -6.2612 1.0859  0.3647
H: -4.3883 -5.7249 1.1493  0.3784
H: -3.8161 -3.5622 2.2174  0.3015
H: -1.5021 -2.7480 2.5082  0.4015
H: -0.8762 -4.3170 1.8949  0.3713
H: -1.0138 -4.1785 5.6483  0.2609
H: -0.1051 -3.3433 4.3705  0.2939
H: 0.0841 -5.0431 4.4752  0.3001
H: -2.2660 -4.3054 -0.0624  0.2976
H: -2.3946 -2.7355 0.1547  0.2778
C: -8.3565 -1.8311 -1.3361  -1.3601
C: -7.6555 -0.6440 -2.0586  0.2580
C: -7.4382 0.6453 -1.1496  -0.7701
O: -6.9206 1.7574 -1.9151  -0.2505
C: -7.1135 2.9807 -1.1885  -0.6884
N: -6.4176 -1.0587 -2.7015  -0.5796
H: -8.7093 -2.5719 -2.0536  0.4050
H: -9.2084 -1.4605 -0.7661  0.3816
H: -7.6802 -2.2825 -0.6102  0.3166
H: -8.3122 -0.4916 -2.9152  0.2746
H: -6.7438 0.4259 -0.3386  0.3607
H: -8.4019 0.8095 -0.6675  0.3670
H: -8.1603 3.2254 -1.0085  0.3154
H: -6.6610 3.7950 -1.7544  0.2266
H: -6.6238 2.9225 -0.2164  0.2601
H: -5.8033 -1.3227 -1.9445  0.2471
H: -6.6706 -1.9434 -3.1178  0.2903
C: 3.2386 3.2555 4.9622  -1.4744
C: 2.4116 3.9353 3.8693  0.7965
C: 2.3726 5.4566 3.9639  -0.7289
O: 1.9856 5.9663 5.2240  -0.2817
C: 1.9940 7.3463 5.4449  -0.7374
N: 3.0188 3.6025 2.6049  -0.7246
H: 3.1614 2.1708 4.8881  0.4323
H: 2.8963 3.4520 5.9782  0.3554
H: 4.2922 3.5307 4.9161  0.3513
H: 1.3982 3.5340 3.8551  0.1623
H: 1.7355 5.9747 3.2471  0.2403
H: 3.3865 5.7282 3.6702  0.3682
H: 3.0191 7.7128 5.3895  0.3300
H: 1.6039 7.5757 6.4365  0.2518
H: 1.4522 7.9687 4.7327  0.2837
H: 2.3421 3.6193 1.8554  0.1965
H: 3.1714 2.6065 2.6743  0.2495
C: 4.7984 -3.0358 2.0660  -1.0211
C: 4.4669 -1.8928 1.1523  -0.1065
O: 3.0554 -1.6638 1.2300  -0.4915
H: 5.8259 -3.3372 1.8625  0.3365
H: 4.0866 -3.8422 1.8894  0.2683
H: 4.5707 -2.7283 3.0867  0.2791
H: 4.8350 -2.2219 0.1806  0.2568
H: 4.8323 -0.8927 1.3852  0.2521
H: 2.7037 -1.4545 0.3615  0.2567
C: -3.1792 3.4797 4.3991  -1.0699
C: -3.2833 2.5954 3.1877  -0.0783
O: -2.4990 3.1783 2.0781  -0.5193
H: -2.2184 3.3043 4.8831  0.2626
H: -3.9693 3.2504 5.1141  0.3389
H: -3.1795 4.5392 4.1433  0.2943
H: -4.3372 2.4912 2.9296  0.2484
H: -2.8203 1.6265 3.3749  0.2508
H: -2.4597 2.4598 1.4426  0.2737
C: 0.6536 -7.0090 -4.0289  -1.1875
C: 0.9988 -5.7101 -3.3108  0.0059
O: 0.0113 -4.8014 -3.6630  -0.4726
H: 1.4101 -7.7916 -4.0853  0.3530
H: 0.3373 -6.8862 -5.0647  0.3175
H: -0.2475 -7.4760 -3.6314  0.3023
H: 1.8961 -5.2108 -3.6761  0.2500
H: 1.0654 -5.8353 -2.2301  0.2553
H: 0.2555 -3.9839 -3.2229  0.2814

- Kohn-Sham gap: 1.4170 eV
- LUMO energy: -12.777 eV
- Net charge: +3
- ΔE to the lowest compared entry with this formula, charge and spin: 190.5 kcal per mole

***

The following is a quantum chemistry calculation of C25H55NO2Si2Yb as an isolated structure, from the Open Molecules 2025 dataset.

Last column: Löwdin spin population.
Geometry (Å):
O: -1.0033 -1.4572 -1.3832  0.0025
O: 1.1142 0.6196 -3.3269  0.0000
C: -0.0788 -2.5268 -1.8073  0.0000
C: -0.6224 -3.9172 -1.6144  0.0000
H: 0.8465 -2.4234 -1.2218  0.0000
H: 0.1617 -2.3537 -2.8596  0.0001
H: -0.7349 -4.1875 -0.5562  0.0000
H: 0.1053 -4.6187 -2.0563  0.0000
H: -1.5820 -4.0801 -2.1118  0.0000
C: -2.0217 -0.9696 -2.2655  0.0000
C: -1.7964 -1.3308 -3.7163  0.0000
H: -2.0638 0.1222 -2.1459  0.0000
H: -2.9765 -1.3550 -1.8893  0.0000
H: -0.8659 -0.8937 -4.1081  0.0000
H: -2.6297 -0.9210 -4.3038  0.0000
H: -1.7910 -2.4222 -3.8332  0.0000
C: 0.4676 2.0257 -3.2187  0.0000
C: 2.3909 0.3673 -4.1599  0.0000
C: -0.5261 2.0877 -4.3420  0.0000
H: 1.2717 2.7667 -3.3055  0.0000
H: 0.0084 2.0206 -2.2244  0.0000
H: -0.0377 1.9546 -5.3166  0.0000
H: -1.0325 3.0600 -4.3658  0.0000
H: -1.2988 1.3106 -4.2355  0.0000
C: 2.0387 0.6068 -5.5863  0.0000
H: 2.5920 -0.6749 -3.9296  0.0000
H: 3.1479 1.0307 -3.7528  0.0000
H: 1.1528 0.0337 -5.8932  0.0000
H: 2.8757 0.2869 -6.2124  0.0000
H: 1.8682 1.6661 -5.7955  0.0000
H: 1.3670 0.2684 -2.4091  0.0000
Yb: -0.5434 -0.4918 0.4673  0.9477
C: 2.0347 0.0197 -0.6045  0.0008
Si: 3.6886 0.1680 0.2715  0.0003
H: 2.0075 -0.9026 -1.2128  0.0003
H: 1.8938 0.9973 -1.1189  0.0000
C: 4.9379 -0.8351 -0.7344  0.0001
C: 3.7879 -0.3807 2.0747  0.0001
C: 4.0515 2.0028 0.0048  0.0000
C: -2.2461 -1.8650 1.1313  0.0216
Si: -3.5440 -0.5434 1.0612  0.0031
H: -1.9902 -2.2214 2.1622  0.0002
H: -2.4197 -2.7666 0.5218  0.0021
C: -4.9486 -1.0773 -0.0690  0.0007
C: -2.9081 1.1251 0.3807  -0.0002
C: -4.0798 -0.2291 2.8320  0.0003
H: 3.4963 2.3626 -0.8727  0.0000
H: 5.1110 2.1996 -0.2028  0.0000
H: 3.7673 2.6372 0.8508  0.0000
H: 4.7970 -1.9216 -0.6247  0.0000
H: 5.9788 -0.6086 -0.4718  0.0000
H: 4.8211 -0.5942 -1.8053  0.0000
H: 2.8676 -0.9175 2.3605  0.0000
H: 3.9211 0.4504 2.7841  0.0000
H: 4.6279 -1.0714 2.2553  0.0000
H: -3.6795 1.4746 -0.3201  -0.0001
H: -1.9729 1.1906 -0.2158  -0.0002
H: -2.8433 1.8849 1.1699  0.0000
H: -4.7972 0.6009 2.9040  0.0000
H: -3.2062 -0.0089 3.4686  0.0000
H: -4.5558 -1.1418 3.2159  0.0000
H: -5.8712 -0.5370 0.1795  0.0000
H: -5.1249 -2.1508 0.0748  0.0001
H: -4.7415 -0.9077 -1.1351  0.0000
C: 1.3836 1.9168 2.8535  0.0002
N: -0.0005 1.9130 2.3698  0.0003
C: -0.3140 3.2068 1.7662  0.0001
C: -0.9139 1.6687 3.5071  0.0001
C: -0.6849 0.3185 4.1434  0.0018
C: -0.8889 0.1895 5.5490  0.0008
C: -0.6375 -1.0366 6.1805  -0.0004
C: -0.1549 -2.1103 5.4255  0.0007
C: 0.0609 -1.9697 4.0177  0.0016
C: -0.2548 -0.7727 3.4221  0.0150
H: 1.6253 0.9491 3.3018  0.0002
H: 1.5398 2.7076 3.6170  0.0000
H: 2.0606 2.1006 2.0112  0.0000
H: -1.3481 3.2112 1.4136  0.0000
H: -0.1904 4.0423 2.4792  0.0001
H: 0.3411 3.3874 0.9116  0.0000
H: -0.7778 2.4465 4.2891  0.0000
H: -1.9589 1.7498 3.1676  -0.0001
H: -1.2400 1.0641 6.1079  0.0001
H: -0.7985 -1.1323 7.2632  0.0000
H: 0.0507 -3.0643 5.9174  0.0001
H: 0.4363 -2.8231 3.4497  0.0001

- Kohn-Sham gap (alpha / beta): 6.1739 / 6.1452 eV
- LUMO energy (alpha / beta): -2.622 / -2.616 eV
- Net charge: +1
- Spin multiplicity: 2
- <S²>: 0.751

***

The following is a quantum chemistry calculation of a 2-piece molecular cluster, C4H6BrNO5 overall, from the Open Molecules 2025 dataset.

Last column: Mulliken charge in e.
Geometry (Å):
O: 0.5444 -1.2714 -0.6721  -0.6618
N: 0.7898 -0.1548 -0.2674  0.7364
O: -0.1699 0.8666 -0.5343  -0.5485
C: 1.9045 0.2686 0.2391  0.0212
Br: 3.3254 -0.9741 0.4359  -0.0744
C: 2.1627 1.6916 0.5316  -0.3632
O: 1.7869 2.6409 -0.3636  -0.4996
H: -0.9762 0.4008 -1.0216  0.3822
H: 1.6789 1.8983 1.4428  0.2644
H: 3.2224 1.9536 0.8184  0.3498
H: 1.2160 2.1469 -1.0398  0.3964
O: -1.5359 -2.0332 2.0190  -0.3538
C: -1.9177 -1.8386 0.9337  1.0627
C: -2.3926 -1.6989 -0.2876  -0.8989
O: -3.2549 -0.6154 -0.6231  -0.4791
H: -2.2044 -2.3427 -1.1078  0.3776
H: -4.1796 -0.9381 -0.5033  0.2887

- Kohn-Sham gap: 8.9332 eV
- SMILES: [O-]/[N+](O)=C(\Br)CO.O=C=CO
- LUMO energy: 0.016 eV
- ΔE to the lowest compared entry with this formula, charge and spin: 5.4 kcal per mole

***

The following is a quantum chemistry calculation of a 2-piece molecular cluster, C3H7OS overall, from the Open Molecules 2025 dataset.

Last column: Mulliken charge in e.
Geometry (Å):
O: 0.7555 2.5379 2.2574  -0.5072
C: 0.9358 1.9678 1.1978  0.0612
H: 0.8150 2.5660 0.2464  0.2191
H: 1.3761 0.9605 1.0316  0.1035
C: -1.0478 -0.9645 -0.0015  -0.9856
C: -0.0287 -1.0633 -1.1566  -0.5000
S: 1.6948 -0.6199 -0.7512  -0.6452
H: -0.8142 -1.8528 0.6382  0.2118
H: -0.8829 -0.1857 0.6377  0.2646
H: -2.0207 -0.8383 -0.3734  0.3670
H: -0.4381 -2.0650 -1.7231  0.2106
H: -0.3449 -0.4427 -2.0033  0.2001

- Kohn-Sham gap: 6.6689 eV
- LUMO energy: 4.036 eV
- Net charge: -1
- ΔE to the lowest compared entry with this formula, charge and spin: 42.4 kcal per mole

***

The following is a quantum chemistry calculation of C26H61N7O22Rb2 as an isolated structure, from the Open Molecules 2025 dataset.

Last column: Mulliken charge in e.
Geometry (Å):
Rb: 15.5311 13.5202 -10.2357  -0.2027
Rb: 19.6491 11.0415 -11.2528  0.9531
C: 18.7528 12.9774 -14.4736  -0.7188
C: 17.8307 14.0684 -14.8222  0.5629
O: 18.1610 15.0977 -15.4233  -0.4667
N: 16.3847 13.8133 -14.5027  0.7774
H: 16.2973 12.9548 -13.9780  0.3142
H: 16.1439 14.5299 -13.8329  -0.1598
C: 15.3980 13.9923 -15.7764  -0.1828
H: 19.3310 12.7095 -15.3579  0.3560
H: 18.2692 12.0404 -14.1973  0.1955
H: 19.3085 13.2807 -13.5863  0.1638
H: 15.2952 15.0504 -16.0172  0.1719
H: 14.4257 13.5525 -15.5540  -0.1827
H: 15.8765 13.5291 -16.6393  0.4556
C: 11.7944 7.8760 -9.6492  -1.5756
C: 12.3396 9.1790 -9.1678  0.4748
O: 12.8628 9.9277 -9.9375  0.0337
N: 11.9861 9.6314 -7.7633  0.0744
H: 11.0574 9.3680 -7.4662  0.4089
H: 12.6198 9.2922 -7.0536  0.4290
C: 11.9993 11.1624 -7.7259  -0.9592
H: 12.2122 7.5390 -10.5978  0.3588
H: 10.7765 8.0843 -9.9785  0.4352
H: 11.7602 7.0322 -8.9602  0.4435
H: 11.0041 11.4400 -8.0734  0.4200
H: 12.9289 11.6152 -8.0706  0.0697
H: 12.0543 11.3691 -6.6571  0.6327
C: 13.8298 17.9514 -9.8310  -0.3231
C: 13.2618 19.2096 -10.2471  0.0231
O: 12.7121 19.4145 -11.3373  -0.4825
N: 13.5971 20.3726 -9.3993  0.0042
H: 12.7817 20.9215 -9.1673  0.3798
H: 13.7922 19.8857 -8.5362  0.3605
C: 14.7351 21.1269 -10.1697  -0.6317
H: 14.8659 17.9573 -9.4924  0.5395
H: 13.7680 17.4335 -10.7881  -0.2417
H: 13.1411 17.4340 -9.1631  0.4247
H: 14.4672 21.5076 -11.1553  0.3294
H: 15.5739 20.4469 -10.3182  0.2502
H: 14.9939 21.9866 -9.5516  0.3941
C: 11.6030 11.5076 -15.3638  -0.6837
C: 12.3089 10.5073 -14.5244  0.6671
O: 12.5081 9.3542 -14.7942  -0.4815
N: 12.5736 10.9625 -13.0921  1.4392
H: 13.3781 10.4698 -12.7315  0.2582
H: 12.7808 11.9503 -13.0560  -0.2849
C: 11.3995 10.6511 -12.1876  -0.8222
H: 12.3750 12.2189 -15.6574  -0.0370
H: 10.7611 11.9118 -14.8017  0.2920
H: 11.1275 11.0810 -16.2470  0.4092
H: 11.5476 9.5976 -11.9505  0.4343
H: 10.4277 10.7433 -12.6726  0.4130
H: 11.4683 11.2417 -11.2741  0.0182
C: 14.7556 12.8273 -5.8586  0.2413
C: 14.1361 14.0175 -5.1681  0.3839
O: 13.8455 14.0986 -3.9448  -0.5116
N: 13.4026 14.9690 -6.0636  0.3249
H: 13.0794 14.5093 -6.9028  0.2325
H: 12.6517 15.5765 -5.7683  0.4656
C: 14.5047 15.9149 -6.6319  -1.0221
H: 13.9895 12.1778 -6.2820  -0.4622
H: 15.2312 12.1757 -5.1257  0.5326
H: 15.4572 13.1578 -6.6245  0.0125
H: 15.0432 15.4422 -7.4533  0.4697
H: 15.1277 16.2113 -5.7880  0.5465
H: 14.1271 16.8789 -6.9729  0.1581
C: 16.2072 18.0800 -12.6260  -0.1779
C: 16.5393 17.9291 -14.0833  0.0291
O: 16.2743 16.9690 -14.8271  -0.4179
N: 17.1815 19.1920 -14.7280  -0.1066
H: 16.4888 19.9063 -14.9016  0.3814
H: 18.0223 19.5019 -14.2621  0.4076
C: 17.5477 18.9043 -16.1984  -0.8169
H: 15.1642 18.3925 -12.5752  0.1713
H: 16.6917 18.6413 -11.8271  0.5633
H: 16.2943 17.0457 -12.2934  -0.1528
H: 18.1470 19.7783 -16.4534  0.3974
H: 16.6338 18.8569 -16.7906  0.3356
H: 18.0594 17.9453 -16.2796  0.3243
C: 20.4214 14.4495 -7.2620  -1.1302
C: 19.2570 14.0990 -6.3648  0.4872
O: 18.0864 14.5628 -6.5037  -0.4038
N: 19.5567 13.1470 -5.2516  -0.0946
H: 20.5622 13.2084 -5.1792  0.4292
H: 19.3252 13.5347 -4.3482  0.3997
C: 19.1165 11.6724 -5.3519  -0.5881
H: 20.7823 13.4997 -7.6567  0.3795
H: 21.1943 14.8486 -6.6051  0.4688
H: 20.1750 15.1252 -8.0810  0.1802
H: 19.4710 11.3367 -6.3265  0.3142
H: 18.0340 11.6127 -5.2388  0.1415
H: 19.6733 11.1279 -4.5893  0.3990
O: 15.7693 11.0037 -8.1012  0.0728
C: 17.1037 10.7880 -8.2554  0.3625
O: 17.8953 11.7488 -8.4091  -0.5857
O: 17.5289 9.5916 -8.2931  -0.7385
H: 15.6083 10.0777 -7.9059  0.0948
O: 18.2899 14.6151 -10.5127  0.1352
C: 18.0041 15.8465 -10.1536  0.3957
O: 16.8389 16.2778 -9.8676  -0.6826
O: 18.8763 16.7049 -10.2697  -0.7643
H: 19.1850 14.8269 -10.7876  0.1406
O: 11.8358 15.8652 -13.7395  -0.5255
C: 12.7733 14.9473 -13.5843  0.0812
O: 12.4033 13.7968 -13.5786  -1.0836
O: 13.9563 15.3067 -13.3514  0.0607
H: 12.5385 16.5192 -13.7534  0.2963
O: 14.7491 9.8890 -11.9513  -0.5029
C: 15.8532 10.5292 -12.3424  0.3428
O: 16.9006 9.8916 -12.0689  -0.8825
O: 15.8000 11.6968 -12.7272  -0.6944
H: 15.3534 9.1559 -11.8129  0.1700
O: 12.7028 13.1421 -10.7441  0.3564
C: 12.2360 13.8534 -9.7132  0.4583
O: 12.8525 14.0812 -8.6734  -0.9308
O: 11.1862 14.4207 -9.9823  -0.7796
H: 12.2310 13.5643 -11.4657  -0.0202

- Kohn-Sham gap: 7.5266 eV
- LUMO energy: -8.557 eV
- Net charge: +4

***

The following is a quantum chemistry calculation of C4H7NO2 as an isolated structure, from the Open Molecules 2025 dataset.

Last column: Mulliken charge in e.
Geometry (Å):
O: 0.6724 -1.5378 -0.9988  -0.6004
C: 1.7847 -1.8718 -0.4637  0.0859
O: 2.3704 -1.3124 0.4438  -0.5969
H: 2.2347 -2.7647 -0.9147  0.3846
C: -0.6334 1.1496 0.7668  0.0867
C: 0.5116 1.2082 1.4098  -0.7257
C: -1.8842 0.3725 -1.0283  -0.2635
N: -0.8369 0.2861 -0.3354  -0.0192
H: -1.4751 1.7929 1.0132  0.2207
H: 1.3578 0.6017 1.1488  0.2692
H: 0.5806 1.8678 2.2392  0.2634
H: -2.0301 -0.3002 -1.8627  0.2750
H: -2.6444 1.1028 -0.7969  0.2306
H: -0.0082 -0.5945 -0.6212  0.3896

- Kohn-Sham gap: 8.8537 eV
- LUMO energy: -0.360 eV
- ΔE to the lowest compared entry with this formula, charge and spin: 49.9 kcal per mole

***

E_tot values (in Eh) by entry order: -2833.66898, -2928.06121, -3160.76971, -591.90073, -3112.70876, -361.80131.